# C47H91ClGaNO13P3

A molecular structure, C47H91ClGaNO13P3 in a non-equilibrium geometry (wB97M-V/def2-TZVPD, the Open Molecules 2025 dataset).

Structure (ORCA input):
```
! wB97M-V def2-TZVPD RIJCOSX def2/J DEFGRID3
* xyz -1 1
C -4.12 -1.74 -3.23
C -3.53 -2.63 -2.09
C -4.62 -3.40 -1.30
C -5.06 -2.70 0.00
C -5.75 -1.34 -0.24
C -5.84 -0.57 1.10
C -5.67 0.97 0.98
C -4.21 1.39 1.32
C -3.30 0.84 0.19
C -2.17 1.85 -0.17
C -1.38 1.29 -1.38
Ga -0.69 2.73 -2.68
C 1.20 3.29 -2.13
C 2.01 2.12 -1.51
C 3.50 2.50 -1.62
O 1.70 0.94 -2.25
C 2.50 -0.18 -1.94
C 2.68 -0.47 -0.45
C 3.94 -0.51 0.11
C 4.11 -0.77 1.46
C 3.04 -0.97 2.30
C 1.77 -0.94 1.74
C 1.62 -0.70 0.40
C -2.07 4.23 -2.66
C -3.12 4.18 -3.57
C -4.10 5.17 -3.55
C -3.98 6.16 -2.61
N -3.00 6.29 -1.73
C -2.08 5.32 -1.79
C -0.50 1.86 -4.56
Cl 0.08 3.10 -5.78
C -1.74 1.09 -5.05
C -1.38 -0.28 -5.71
H -3.98 -0.68 -2.99
H -5.19 -1.97 -3.32
H -3.65 -1.96 -4.19
H -2.93 -2.03 -1.40
H -2.88 -3.36 -2.59
H -4.18 -4.37 -1.01
H -5.46 -3.62 -1.97
H -4.20 -2.61 0.68
H -5.81 -3.35 0.47
H -5.14 -0.83 -0.99
H -6.75 -1.50 -0.66
H -5.16 -0.99 1.85
H -6.86 -0.74 1.50
H -6.34 1.48 1.69
H -5.86 1.29 -0.05
H -3.89 0.91 2.26
H -4.13 2.48 1.42
H -3.91 0.80 -0.72
H -2.84 -0.13 0.42
H -2.66 2.81 -0.38
H -1.49 1.98 0.68
H -1.99 0.58 -1.98
H -0.54 0.71 -0.97
H 1.08 4.02 -1.31
H 1.76 3.77 -2.94
H 1.68 2.08 -0.47
H 4.17 1.76 -1.17
H 3.80 2.69 -2.66
H 3.63 3.43 -1.05
H 3.50 -0.16 -2.42
H 1.99 -1.05 -2.37
H 4.81 -0.36 -0.53
H 5.12 -0.81 1.84
H 3.15 -1.15 3.36
H 0.90 -1.10 2.38
H 0.61 -0.71 -0.01
H -3.18 3.37 -4.29
H -4.93 5.10 -4.25
H -4.77 6.92 -2.58
H -1.26 5.38 -1.07
H 0.32 1.15 -4.46
H -2.22 1.71 -5.82
H -2.42 0.89 -4.21
H -1.66 -1.10 -5.04
H -1.97 -0.36 -6.64
H -0.32 -0.31 -5.96
O -3.09 3.39 4.51
P -3.83 4.19 5.56
O -2.55 4.47 6.57
C -1.44 5.21 6.07
C -1.74 6.70 5.98
O -4.50 2.84 6.26
C -4.81 1.70 5.45
C -3.68 0.69 5.51
O -4.86 5.07 6.51
C -4.93 4.89 7.93
C -4.17 5.97 8.68
H -1.13 4.83 5.10
H -0.61 5.05 6.76
H -2.68 6.88 5.45
H -0.94 7.22 5.46
H -1.85 7.13 6.97
H -5.01 2.00 4.43
H -5.73 1.25 5.84
H -2.70 1.16 5.48
H -3.76 -0.03 4.69
H -3.72 0.13 6.46
H -4.59 3.90 8.23
H -5.99 4.96 8.18
H -3.10 5.76 8.70
H -4.52 6.02 9.71
H -4.31 6.94 8.21
O -0.44 -6.68 1.75
P -1.23 -7.23 0.60
O -0.47 -8.69 0.42
C -0.45 -9.59 1.52
C -1.80 -10.26 1.74
O -0.49 -6.34 -0.58
C 0.09 -5.06 -0.28
C 1.58 -5.19 -0.02
O -2.41 -7.58 -0.49
C -2.11 -8.17 -1.77
C -2.37 -9.66 -1.79
H -0.14 -9.06 2.43
H 0.31 -10.34 1.31
H -2.61 -9.53 1.77
H -1.79 -10.83 2.67
H -2.02 -10.95 0.92
H -0.41 -4.59 0.56
H -0.08 -4.42 -1.15
H 1.81 -6.06 0.59
H 1.97 -4.30 0.48
H 2.13 -5.31 -0.96
H -1.09 -7.96 -2.08
H -2.78 -7.68 -2.47
H -1.55 -10.22 -1.34
H -2.48 -10.00 -2.82
H -3.28 -9.90 -1.24
O 6.89 1.29 -1.76
P 8.15 1.88 -2.31
O 9.12 0.54 -2.36
C 8.70 -0.58 -3.13
C 8.88 -0.35 -4.62
O 8.64 2.58 -0.90
C 7.68 2.96 0.09
C 7.56 1.90 1.17
O 9.19 2.84 -3.12
C 10.58 2.92 -2.78
C 11.44 2.10 -3.72
H 7.67 -0.83 -2.90
H 9.32 -1.43 -2.81
H 8.43 0.60 -4.93
H 8.42 -1.16 -5.19
H 9.93 -0.31 -4.89
H 6.71 3.17 -0.36
H 8.03 3.90 0.54
H 7.56 0.89 0.75
H 6.65 2.03 1.75
H 8.41 1.95 1.85
H 10.76 2.64 -1.75
H 10.85 3.97 -2.88
H 11.43 1.04 -3.45
H 12.48 2.44 -3.66
H 11.09 2.18 -4.75
*
```

Computed properties:
Gap between HOMO and LUMO (eV): 4.90
LUMO (eV): 0.24
E_tot (eV): -171087.39099

Löwdin population analysis, charges in e, atoms 1 to 4: C -0.099; C -0.235; C -0.228; C -0.217